{"formula": "C18H34N2O10S2", "method": "ωB97M-V with the def2-TZVPD basis set", "elements": ["O", "S", "O", "O", "C", "C", "C", "C", "S", "C", "N", "N", "C", "O", "H", "H", "H", "H", "H", "H", "H", "H", "H", "H", "O", "C", "O", "C", "C", "C", "H", "H", "H", "H", "H", "H", "H", "H", "O", "C", "O", "C", "C", "C", "H", "H", "H", "H", "H", "H", "H", "H", "O", "C", "O", "C", "C", "C", "H", "H", "H", "H", "H", "H", "H", "H"], "coordinates": [[6.57406, -0.15001, 1.26759], [6.71925, 0.91583, 0.21539], [6.86978, 0.04558, -1.23956], [5.29460, 1.78414, -0.02432], [4.71299, 2.25413, 1.22198], [3.14146, 1.81491, 1.17862], [2.14632, 3.06708, 1.03834], [1.37518, 3.16685, -0.36354], [0.57265, 1.59455, -0.93114], [-0.91019, 1.21517, 0.08321], [-1.67887, 0.04387, -0.25127], [-2.72340, -0.11222, 0.62697], [-2.58557, 1.00780, 1.51021], [-1.48450, 1.86659, 1.20102], [5.96498, -0.35221, -1.40176], [5.17941, 1.80789, 2.16320], [4.83144, 3.39856, 1.32782], [3.03348, 1.02441, 0.36546], [2.92568, 1.33310, 2.20008], [1.45014, 3.06984, 1.95555], [2.79535, 4.02041, 1.11577], [0.61123, 4.02433, -0.25250], [2.14715, 3.50189, -1.15275], [-3.34179, 1.10326, 2.36495], [-0.36669, -2.21463, -5.96848], [-1.29715, -2.56017, -5.27855], [-2.23011, -1.66669, -4.90362], [-3.45639, -2.00599, -4.23995], [-3.25091, -2.12780, -2.74333], [-1.38054, -3.96657, -4.75039], [-3.90394, -2.90103, -4.67872], [-4.14920, -1.18555, -4.44123], [-2.54760, -2.92571, -2.49750], [-4.19793, -2.33508, -2.24065], [-2.83206, -1.20319, -2.33980], [-0.74677, -4.05448, -3.86634], [-1.01816, -4.64641, -5.52354], [-2.39114, -4.28863, -4.50840], [-5.76251, 1.09532, 4.73239], [-5.84567, 2.29936, 4.66546], [-7.04290, 2.88621, 4.48709], [-7.27318, 4.29988, 4.57020], [-6.96098, 4.98141, 3.25288], [-4.60878, 3.15540, 4.68553], [-6.72841, 4.73635, 5.41051], [-8.33512, 4.42302, 4.79484], [-5.91063, 4.86566, 2.97891], [-7.18788, 6.04801, 3.30857], [-7.54850, 4.53694, 2.44619], [-4.16929, 3.17159, 3.68653], [-3.89685, 2.71550, 5.38623], [-4.78112, 4.17452, 5.02475], [4.92742, -1.78944, -2.73736], [4.74136, -2.67900, -1.93518], [5.78535, -3.32799, -1.39452], [5.68564, -4.26655, -0.31352], [5.33926, -5.65095, -0.82410], [3.34673, -3.13353, -1.60277], [4.98940, -3.91175, 0.44956], [6.67054, -4.29397, 0.15791], [4.36793, -5.66491, -1.32212], [5.31628, -6.36912, -0.00201], [6.07626, -5.98022, -1.56032], [2.99935, -3.81762, -2.37895], [2.69614, -2.25741, -1.57634], [3.25793, -3.61050, -0.62913]], "forces_ev_per_angstrom": [[-0.5984, 2.4034, -2.0132], [1.2197, -2.6189, 0.4630], [-2.2189, 1.4229, 1.7716], [0.7612, -0.9693, 0.6887], [-1.6224, 0.2573, 0.8710], [0.6733, 0.4675, 1.0157], [0.6018, -0.0193, 0.0826], [0.0823, 1.4419, 1.4972], [-0.9720, 0.3336, 0.8612], [-3.0548, -3.0367, -0.0149], [2.6310, 3.5922, 0.8863], [2.4658, 5.8985, 2.9291], [-0.7183, -3.3032, -2.3538], [-1.1391, -3.0866, -1.3349], [1.1263, 0.0843, -0.2982], [-0.3301, 0.2860, -1.5530], [-0.1501, -1.7521, -0.5229], [0.0092, 1.1547, 1.0982], [0.2538, 0.4896, -1.6450], [0.7551, 0.0385, -1.6932], [-1.1498, -1.3464, -0.0852], [1.0470, -1.4517, -0.4519], [-1.4285, -0.9965, 0.9016], [1.7554, 0.5573, -1.2697], [-0.7075, 0.0671, 0.3749], [0.6373, -0.0170, -0.0824], [-0.0626, 0.3737, -0.4175], [-0.0326, -0.1221, 0.3310], [0.1460, 0.0072, 0.0571], [-0.3760, -0.4891, -0.2960], [0.1246, -0.0219, 0.0037], [0.2581, 0.0099, -0.1515], [-0.1022, -0.0293, -0.0146], [0.0386, 0.0262, -0.0279], [-0.0978, -0.0572, -0.0301], [-0.0548, 0.0200, -0.0601], [0.1951, 0.1683, 0.1332], [0.0416, 0.0725, 0.2058], [-0.3330, 0.7249, -0.0788], [0.2995, -0.5360, -0.1730], [-0.3859, -0.2880, 0.2375], [0.0797, 0.1844, -0.1936], [0.1323, -0.0487, -0.1353], [0.2303, 0.3039, 0.5690], [0.0784, -0.0671, -0.0746], [0.1087, -0.2776, 0.0121], [-0.0200, 0.0857, 0.0776], [-0.0055, -0.0593, 0.0031], [-0.0453, 0.0575, 0.1225], [-0.0382, 0.0415, 0.0642], [-0.0478, -0.1361, -0.2451], [-0.0190, 0.0537, -0.2188], [0.2704, -0.2953, 0.6969], [-0.2429, -0.0844, -0.4074], [0.3422, 0.4525, -0.0571], [-0.0941, -0.3032, 0.0579], [-0.1127, -0.0378, -0.1856], [-0.3131, 0.2417, 0.5257], [-0.0405, 0.0174, -0.1242], [-0.0492, 0.2374, -0.2112], [-0.0047, -0.0088, 0.1163], [0.0213, 0.0503, -0.0325], [0.0212, 0.0395, 0.1333], [0.0324, 0.0680, 0.0353], [0.0731, -0.0949, -0.2704], [0.0553, -0.1767, -0.0997]], "largest_force_ev_per_a": 7.0, "charge": 0, "homo_lumo_gap_ev": 9.1, "total_energy_ha": -2364.3820}